Here is the molecule C8H12N2 at a distorted geometry from the OMol25 dataset. Energies are from ωB97M-V/def2-TZVPD.

```
22
Properties=species:S:1:pos:R:3:forces:R:3
C -1.2962 1.9794 0.0116 1.7549 0.5486 -0.5065
C -0.8024 0.7674 -0.1350 4.3718 -1.5039 1.3176
C -1.4591 -0.5312 0.0236 -0.2244 1.2474 -0.1223
C -2.9648 -0.5420 -0.0390 1.6377 -1.9160 -1.8656
C -0.7787 -1.6846 0.1260 -1.1206 -0.4160 -0.6653
C 0.6116 -1.7560 0.0124 1.7129 -2.3129 0.6728
C 1.3606 -0.6506 0.0552 3.6225 -0.2368 -0.0030
C 2.9114 -0.7130 -0.0723 -0.5355 4.0758 0.3782
N 0.9241 0.6054 -0.1070 -4.7355 2.0888 0.7317
N 1.7594 1.7674 0.2345 -1.6974 -0.3050 -2.4739
H -0.6572 2.8553 0.0031 -0.1630 -0.0579 -0.0206
H -2.3153 2.0952 0.1464 -1.7964 0.3525 0.0996
H -3.2876 -1.4175 0.4801 -0.5228 -0.6497 0.1501
H -3.2043 -0.6139 -1.1101 -0.2819 -0.2629 0.1833
H -3.5113 0.2552 0.2852 -0.9881 2.4053 1.3196
H -1.3635 -2.6093 0.1843 0.2287 0.2858 0.1325
H 1.2000 -2.7389 0.0049 -1.2582 1.5208 0.0763
H 3.4696 -1.6150 -0.0812 -0.2937 -1.1319 -0.6490
H 3.4933 -0.0672 0.7046 -1.4811 -0.9682 -1.0730
H 2.9018 -0.0208 -0.9865 1.4104 -1.5343 0.7012
H 1.2729 2.3270 0.9663 0.2243 -0.5655 -0.8035
H 1.7359 2.3077 -0.7071 0.1352 -0.6640 2.4198
```
Positions in Å, forces in eV/Å.

SMILES string ... C=C1C(C)=CC=C(C)N1N
HOMO energy ... -6.9 eV
Relative energy (zero: lowest compared OMol25 entry of this formula, charge and spin) ... 99.8 kcal per mole
Frontier orbital gap ... 0.287 Eh
Molar mass ... 136.20 g/mol
Spin multiplicity ... 1

=====

Here is the ion H2INO3P with charge -1 at a distorted geometry from the OMol25 dataset. Energies are from ωB97M-V/def2-TZVPD.

```
8
Properties=species:S:1:pos:R:3:forces:R:3
N -1.3662 0.2810 -0.0477 -0.2473 2.4107 1.6504
O 0.2143 -1.6438 -1.0280 0.3700 0.1700 -1.0567
O -0.0197 -1.2692 1.4745 0.9700 1.7951 -1.3145
O 1.0237 0.8787 -0.3113 -1.1823 -2.1852 0.8898
P 0.0095 -0.6958 0.0719 -0.9356 0.1766 1.0830
I 2.8376 0.4980 0.1854 1.3914 0.1174 0.1520
H -1.0904 1.1428 0.5206 -0.6169 -1.7547 -0.1444
H -1.6087 0.8083 -0.8654 0.2506 -0.7299 -1.2596
```
Positions in Å, forces in eV/Å.

HOMO energy ... -5.1 eV
Relative energy (zero: lowest compared OMol25 entry of this formula, charge and spin) ... 19.8 kcal per mole
Frontier orbital gap ... 0.296 Eh
Molar mass ... 221.90 g/mol
Charge ... -1
Spin multiplicity ... 1

=====

Here is the molecule C3H3F at a distorted geometry from the OMol25 dataset. Energies are from ωB97M-V/def2-TZVPD.

```
7
Properties=species:S:1:pos:R:3:forces:R:3
C 0.2368 -0.3039 -1.4429 -0.9961 1.3045 7.0172
C 0.0366 -0.0238 -0.0269 -0.0295 0.0939 0.2593
C -0.1617 0.2665 1.3939 0.7948 -1.3594 -7.0779
F -1.3221 0.7629 1.8267 0.0044 -0.0025 0.0087
H -0.0107 -1.2724 -1.8258 -0.0883 -0.3204 -0.0724
H 0.6343 0.4625 -2.0713 0.1601 0.3396 -0.2293
H 0.5867 0.1083 2.1464 0.1547 -0.0557 0.0944
```
Positions in Å, forces in eV/Å.

SMILES string ... C=C=CF
HOMO energy ... -9.4 eV
Relative energy (zero: lowest compared OMol25 entry of this formula, charge and spin) ... 21.5 kcal per mole
Frontier orbital gap ... 0.372 Eh
Molar mass ... 58.06 g/mol
Spin multiplicity ... 1

=====

Here is a cluster of 8 separate species, C32H36Br8F4 in total at a distorted geometry from the OMol25 dataset. Energies are from ωB97M-V/def2-TZVPD.

```
80
Properties=species:S:1:pos:R:3:forces:R:3
Br -2.5345 9.5431 -0.0181 -0.3814 2.0694 1.0640
C -2.1435 7.9998 -1.2312 -1.3314 -4.3021 -1.0086
C -3.2990 6.9281 -1.2150 1.7210 2.9449 1.6734
Br -3.0786 5.5082 -2.6383 0.0555 -1.3581 -2.0190
H -1.2504 7.5201 -0.8308 -0.1057 0.1271 0.1056
H -1.8819 8.3657 -2.2240 -0.5032 0.3126 0.1268
H -4.2964 7.3662 -1.2508 0.0812 -0.0872 -0.5790
H -3.2590 6.2806 -0.3390 0.1882 0.3823 0.1513
Br 1.2101 8.6607 -0.5510 0.3008 -0.0113 0.5812
C 2.3334 8.0298 0.9259 0.4260 -0.6609 -0.4676
C 2.2318 8.8528 2.1678 -0.3379 0.7225 -0.4777
Br 3.3661 7.9716 3.4841 -0.1966 0.2568 0.1302
H 3.3488 8.0341 0.5295 -0.0984 0.0087 0.0790
H 2.0802 7.0013 1.1831 -0.2725 -0.0096 -0.4712
H 1.1966 8.9311 2.5001 0.1802 -0.1990 0.3754
H 2.5995 9.8634 1.9904 0.1231 -0.1027 0.2860
Br -1.5408 0.3875 -2.8029 -0.1678 0.8289 0.4158
C -2.1251 2.1033 -1.9006 -0.4285 -0.2606 -0.6210
C -3.6417 2.0684 -1.8044 -0.3884 -0.5441 0.7289
Br -4.2810 3.1178 -0.2206 0.1564 -0.4539 -0.7876
H -1.8676 2.9142 -2.5819 0.3816 -0.1274 0.1868
H -1.5937 2.1671 -0.9510 -0.1686 -0.1565 -0.2101
H -4.0447 1.0737 -1.6141 0.3168 0.0397 0.2522
H -4.1335 2.3934 -2.7212 0.1715 0.6044 0.2719
Br -2.8038 6.9125 2.9298 0.2228 0.4569 -0.1141
C -4.2139 5.6302 2.7232 -0.4853 -0.5250 0.4336
C -5.0271 5.6232 4.0044 0.3176 -0.2642 0.1764
Br -6.4642 4.3074 3.8756 -0.1185 0.0318 -0.0868
H -3.7006 4.6775 2.5930 -0.2789 0.0353 -0.1813
H -4.8611 5.8548 1.8754 0.3554 0.1885 -0.1066
H -5.4840 6.5863 4.2318 0.1200 -0.1912 -0.1159
H -4.4276 5.2633 4.8406 -0.0357 0.2724 -0.0583
F -7.6545 6.7912 -0.6149 -0.4396 0.1831 0.6166
C -7.3650 7.5852 0.4534 1.9029 1.1136 -1.9974
C -7.6653 7.2136 1.7280 -1.3485 -1.8523 -0.6834
C -7.2227 7.9254 2.7729 1.5989 2.9073 0.6721
C -6.4416 9.1185 2.5290 -0.8156 -1.5598 0.8684
C -6.1355 9.5185 1.2385 -1.4303 -0.5041 0.5646
C -6.5999 8.7262 0.1805 -0.0944 0.2319 0.4497
H -8.2812 6.3445 1.9059 0.0106 -0.2156 -0.1501
H -7.5285 7.6095 3.7594 0.2199 0.1955 0.2184
H -6.1052 9.6771 3.3899 0.0288 0.2085 -0.0082
H -5.7521 10.5167 1.0868 0.6097 -0.2456 -0.2747
H -6.3443 9.0836 -0.8060 -0.2381 -0.4643 -0.3440
F -1.4503 4.7253 0.2415 -1.3487 0.2701 0.4790
C -0.1522 4.6103 0.1960 2.8454 -0.4992 -0.9507
C 0.5070 4.8811 -1.0123 0.5838 -0.5500 0.2614
C 1.8820 4.5948 -1.1279 -0.9496 0.2452 1.1536
C 2.6074 4.1809 -0.0106 -0.6450 -0.0214 0.7660
C 1.9455 3.9405 1.2398 -0.2311 0.6065 -1.4172
C 0.5656 4.1196 1.3080 -0.7634 0.5728 -0.9589
H 0.0102 5.2536 -1.8959 -0.5064 -0.0032 0.1663
H 2.3469 4.7431 -2.0914 0.1976 0.0623 0.0526
H 3.6773 4.1096 -0.1392 0.1173 -0.3076 0.3554
H 2.4400 3.6666 2.1600 0.3899 -0.1433 -0.2015
H -0.0630 3.9335 2.1663 0.3539 -0.1323 0.4149
F 1.5138 12.0427 5.6211 0.9404 0.0871 0.5002
C 0.6047 11.5558 4.7999 -3.0706 -0.7405 -2.4868
C -0.4867 10.7861 5.2967 1.4563 0.8377 -0.3030
C -1.5079 10.4178 4.4396 0.1637 0.1915 0.0937
C -1.4918 10.7718 3.0993 -0.9383 -0.0258 0.9035
C -0.4748 11.5530 2.6115 1.1576 -0.4898 -0.7304
C 0.6143 11.9103 3.3934 0.2983 -0.5566 3.2205
H -0.5582 10.4634 6.3249 0.2892 0.2445 0.1980
H -2.3389 9.8982 4.8932 -0.1329 -0.2768 -0.2764
H -2.3249 10.4840 2.4753 0.1121 -0.0080 -0.2099
H -0.4605 11.7046 1.5422 0.0222 0.3845 -0.1363
H 1.5286 12.4107 3.1105 -0.2158 0.2989 -0.6392
F -4.1753 9.3445 -3.6677 -1.1438 0.9910 0.5767
C -5.2482 10.1318 -3.3124 1.0749 1.1837 1.2801
C -5.1447 11.1595 -2.3335 0.6346 -0.0463 -0.9464
C -6.2320 12.0020 -2.0641 1.5449 -1.1836 0.6480
C -7.4491 11.7118 -2.5904 -1.0429 0.3065 -0.5435
C -7.5573 10.6872 -3.5100 -0.2224 -0.2813 -0.7267
C -6.4558 9.9468 -3.9155 -0.2523 -0.9713 0.1409
H -4.2072 11.3876 -1.8482 0.2128 -0.3408 -0.0061
H -6.1342 12.7801 -1.3215 0.1777 0.1106 -0.0309
H -8.2626 12.3498 -2.2778 -0.4287 -0.2339 -0.2595
H -8.4703 10.4114 -4.0166 -0.3697 0.2770 0.2764
H -6.5564 9.0905 -4.5660 -0.1350 0.1152 -0.3297
```
Positions in Å, forces in eV/Å.

HOMO energy (alpha / beta) ... -0.2 / -6.1 eV
Frontier orbital gap (alpha / beta) ... 0.087 / 0.302 Eh
Molar mass ... 1135.86 g/mol
Charge ... -1
Spin multiplicity ... 2

=====

Here is a structure of composition C5H11ClCuLaNSe at a distorted geometry from the OMol25 dataset. Energies are from ωB97M-V/def2-TZVPD.

```
21
Properties=species:S:1:pos:R:3:forces:R:3
La -0.2109 0.0961 -1.1982 1.3289 -0.6363 0.2470
Cl -2.7411 0.5474 -1.7448 -1.8066 0.3251 -0.3163
C 0.5459 -1.8217 -2.6465 -0.0500 -0.4333 -0.3515
C 1.0723 1.8418 -2.2915 0.5215 1.0600 -0.6230
H 1.3888 -1.6925 -3.3461 -0.2203 -0.0317 0.1328
H 0.7795 -2.6603 -1.9681 -0.0444 0.0490 -0.1720
H -0.3664 -2.0736 -3.2168 0.1901 -0.2086 -0.1056
H 1.8734 1.6245 -3.0127 -0.1285 -0.0085 0.0732
H 1.4977 2.4871 -1.5081 0.0069 0.0550 -0.0252
H 0.2895 2.4228 -2.8078 0.1186 0.1691 -0.1049
Cu -0.1090 -0.4745 1.7257 1.4581 -0.0361 -0.0625
C -0.5579 1.3805 2.2381 0.5373 0.9146 0.0852
C 1.4851 -0.4327 0.5985 0.3813 0.2426 0.7925
H 0.3288 2.0221 2.1888 -0.0586 0.0372 0.2330
H -1.2365 1.7410 1.4700 -0.4808 0.1632 -0.1063
H -1.0454 1.4159 3.2309 0.2304 -0.0490 -0.4862
H 2.1163 0.4109 0.9899 -0.2323 -0.4861 -0.4153
H 2.0413 -1.3835 0.7616 -0.0991 0.3180 0.1656
Se -3.4624 -2.5074 4.4200 -0.7304 -0.4545 0.7310
C -2.2446 -1.7259 3.4157 2.3548 1.5396 -2.2815
N -1.4443 -1.2180 2.7013 -3.2769 -2.5293 2.5901
```
Positions in Å, forces in eV/Å.

HOMO energy (alpha / beta) ... -0.4 / -0.4 eV
Frontier orbital gap (alpha / beta) ... 0.186 / 0.187 Eh
Molar mass ... 402.02 g/mol
Charge ... -2
Spin multiplicity ... 2

=====

Here is a cluster of 2 separate species, C2H2O2S2 in total at a distorted geometry from the OMol25 dataset. Energies are from ωB97M-V/def2-TZVPD.

```
8
Properties=species:S:1:pos:R:3:forces:R:3
C -0.3068 -1.4512 -0.3973 2.4675 -1.3529 0.5105
C -0.8226 -0.1394 -0.1888 -2.8085 1.1702 3.2962
O -4.1006 1.2261 -0.5123 -0.4919 -0.5119 0.1459
O -3.9411 -0.5110 1.2013 -0.3203 -0.0622 -0.1271
S -1.6600 -1.2552 -1.2944 -1.4842 -0.0070 -1.8288
S -4.6781 0.0660 0.1148 0.7793 0.6027 0.0199
H -1.4578 -0.1104 0.7756 1.1881 0.1824 -1.1653
H -0.4948 0.8654 -0.3763 0.6700 -0.0213 -0.8513
```
Positions in Å, forces in eV/Å.

HOMO energy ... -9.1 eV
Relative energy (zero: lowest compared OMol25 entry of this formula, charge and spin) ... 92.7 kcal per mole
Frontier orbital gap ... 0.281 Eh
Molar mass ... 122.17 g/mol
Spin multiplicity ... 1

=====

Here is a cluster of 2 separate species, C4H12NO in total at a distorted geometry from the OMol25 dataset. Energies are from ωB97M-V/def2-TZVPD.

```
18
Properties=species:S:1:pos:R:3:forces:R:3
O -1.0746 -1.2427 -0.6787 -1.5652 -0.6183 0.8881
C -2.3399 -0.6848 -0.4054 1.1659 -1.0911 0.0066
C -2.2026 0.5934 0.4660 -1.2754 -0.0070 -1.9690
N -1.1484 1.3072 0.0775 1.0220 0.3429 0.3528
C 2.3224 0.5861 -0.1148 0.5327 -1.2024 -0.3826
C 2.4909 -0.9066 0.2334 -0.1536 0.5039 -0.3807
H -0.4828 -0.5216 -0.7777 1.3857 1.0264 -0.5774
H -2.9513 -1.4429 0.0737 -0.0998 0.0214 0.0198
H -2.7573 -0.4191 -1.3885 -0.5158 0.4519 0.4114
H -2.0376 0.3600 1.5551 0.0642 -0.1938 0.1298
H -3.1293 1.2093 0.4756 0.0384 0.2014 0.6658
H 1.3218 0.9131 0.1860 0.2546 0.4267 0.1673
H -1.1185 2.2900 0.4001 -0.2230 -0.1126 0.0253
H 3.1408 1.1860 0.2784 -0.3411 0.2506 0.1696
H 2.3927 0.6072 -1.2043 -0.2181 0.5037 -0.0172
H 2.6861 -1.1014 1.2829 -0.2154 -0.0387 0.1169
H 3.3062 -1.3372 -0.3444 0.1056 0.0042 0.0485
H 1.5814 -1.3960 -0.1148 0.0382 -0.4690 0.3250
```
Positions in Å, forces in eV/Å.

HOMO energy ... -15.0 eV
Relative energy (zero: lowest compared OMol25 entry of this formula, charge and spin) ... 151.4 kcal per mole
Frontier orbital gap ... 0.197 Eh
Molar mass ... 90.15 g/mol
Charge ... +1
Spin multiplicity ... 1

=====

Here is a structure of composition C18H42NO2P2Ru at a distorted geometry from the OMol25 dataset. Energies are from ωB97M-V/def2-TZVPD.

```
66
Properties=species:S:1:pos:R:3:forces:R:3
Ru 0.3823 0.0858 -0.3685 2.9178 0.4190 1.0001
P -0.0752 2.3020 -0.1788 -2.2245 3.7066 0.0013
P 0.5257 -2.1787 -0.4978 -1.3144 -4.1364 -0.7260
N 0.9951 0.3240 -2.4381 0.1198 -0.2011 -1.1076
C 0.3086 2.6763 -1.9488 0.3998 -0.0059 -0.3183
H -0.3984 3.4428 -2.2812 0.0798 0.0758 0.1597
H 1.3117 3.1171 -1.9539 -0.1193 -0.0737 -0.0747
C 0.2283 1.5165 -2.9361 -0.1412 -0.2193 -0.2801
H -0.8046 1.1873 -3.1056 0.1333 0.1717 0.1297
H 0.6279 1.8205 -3.9169 -0.1535 -0.0221 0.3139
C 0.5634 -0.9623 -3.1095 -0.1486 0.4889 -0.2160
H 1.0086 -1.0043 -4.1182 -0.1843 -0.0721 0.3497
H -0.5253 -0.9002 -3.2426 0.2290 -0.1917 0.1094
C 0.9911 -2.1739 -2.2917 0.3053 0.1850 -0.1942
H 2.0788 -2.3012 -2.3211 -0.1469 0.0498 -0.1123
H 0.5281 -3.0514 -2.7505 0.1109 -0.1376 0.1459
C -0.9472 -3.3457 -0.3972 -0.2705 0.9351 -0.1759
C -1.7056 -3.2688 0.9300 -0.1054 0.0035 0.2168
H -2.5814 -3.9258 0.8488 0.1795 0.1801 0.0607
H -2.0753 -2.2605 1.1420 0.0482 -0.1301 0.0596
H -1.1088 -3.6152 1.7815 -0.2333 0.0861 -0.2807
C 1.8725 -2.9210 0.4865 0.9903 0.7790 1.0664
C 1.4645 -3.3707 1.8995 -0.1474 0.0745 0.2450
H 2.3905 -3.5659 2.4625 -0.2716 0.0689 -0.2248
H 0.8879 -4.3095 1.8941 0.2214 0.4371 -0.0518
H 0.9082 -2.5919 2.4416 0.0757 -0.3320 -0.1329
C 1.0542 3.2320 0.9163 1.2383 -0.5850 0.8800
C 0.5917 3.3145 2.3777 -0.1865 -0.1642 0.2681
H 1.4344 3.7012 2.9689 -0.2005 -0.1053 -0.2160
H 0.3294 2.3293 2.7872 0.0073 0.3024 -0.0781
H -0.2476 4.0100 2.5216 0.3334 -0.2278 -0.1411
C -1.8009 2.9995 0.0834 -0.1040 -0.9235 -0.2848
C -2.4648 2.5250 1.3772 -0.1146 -0.1070 0.2513
H -3.4971 2.8981 1.3836 0.2297 -0.1104 0.0087
H -1.9687 2.9090 2.2747 -0.1909 -0.1065 -0.2761
H -2.5161 1.4338 1.4450 0.0049 0.1098 0.0765
C -1.4565 -0.1447 -0.5290 -8.5367 -1.2552 -0.7479
O -2.6243 -0.3030 -0.6144 5.6123 0.7857 0.4680
C 2.6201 -4.0481 -0.2323 -0.0927 -0.2017 -0.6469
H 1.9924 -4.9384 -0.3673 0.2489 0.3181 0.0546
H 3.0053 -3.7329 -1.2049 0.0936 -0.2208 0.1507
H 3.4746 -4.3266 0.3960 -0.1481 0.1309 -0.0837
C 1.4398 4.6176 0.3919 -0.2038 0.2581 -0.6456
H 2.2066 5.0250 1.0604 -0.1110 -0.1621 -0.0619
H 1.8649 4.5782 -0.6134 0.0329 0.1700 0.1477
H 0.5893 5.3082 0.3869 0.2835 -0.1862 0.0307
C -1.8954 4.5210 -0.0557 0.2186 0.3164 -0.1100
H -2.9603 4.7812 -0.1255 0.2468 -0.1219 0.0097
H -1.4908 5.0507 0.8161 -0.1086 -0.2069 -0.2268
H -1.4112 4.9031 -0.9622 -0.0984 0.0083 0.1944
C -0.6174 -4.7955 -0.7639 0.2483 -0.1929 -0.1335
H -0.0780 -5.3194 0.0362 -0.1679 0.1961 -0.2276
H -1.5720 -5.3192 -0.9072 0.2112 0.1503 0.0298
H -0.0547 -4.8879 -1.7014 -0.1027 -0.0715 0.2245
H -1.6131 -2.9402 -1.1810 0.1461 -0.1239 0.1002
H -2.3609 2.5500 -0.7563 0.1128 0.1221 0.0977
H 2.5460 -2.0519 0.6105 0.1601 -0.4129 -0.0290
H 1.9462 2.5800 0.9049 0.0392 0.3803 0.0246
H 1.9514 0.4626 -2.7798 0.1035 0.0440 0.8313
H 1.1515 0.2139 1.0585 0.5022 0.1299 -0.1017
C -0.5824 -0.4412 3.8108 -0.9829 -0.2705 0.7862
O 0.2826 -0.1050 2.7430 1.4493 0.0705 -0.7222
H -1.0932 -1.3919 3.5976 0.2186 0.1969 0.2468
H -1.3301 0.3488 3.8561 -0.0827 -0.0681 0.1802
H -0.0458 -0.4809 4.7704 -0.1993 -0.0737 -0.3711
H 1.2037 -0.2880 2.9984 -0.4603 0.0693 0.0792
```
Positions in Å, forces in eV/Å.

HOMO energy (alpha / beta) ... -19.4 / -19.5 eV
Frontier orbital gap (alpha / beta) ... 0.359 / 0.198 Eh
Molar mass ... 467.56 g/mol
Charge ... +3
Spin multiplicity ... 5